No. 1
This record from the OMol25 dataset describes C6H5N3 in the gas phase in a non-equilibrium geometry. The level of theory is ωB97M-V/def2-TZVPD.

Computed properties:
Relative energy (zero: lowest compared OMol25 entry of this formula, charge and spin) ... 130.6 kcal per mole
LUMO energy ... -0.18 eV
Gap between HOMO and LUMO ... 8.87 eV

Each line ends with the Mulliken charge.
CARTESIAN COORDINATES (ANGSTROEM)
1 C -2.2058 -1.5617 -0.4148  -0.775
2 C -0.8048 -1.5644 -0.6076  0.173
3 C -2.7484 -0.5892 0.3566  0.498
4 C -1.3416 1.1534 -0.2353  0.463
5 C -0.1444 0.7293 -0.2904  0.319
6 C 1.0594 1.5408 0.2006  -1.167
7 N 0.0684 -0.6169 -0.6644  -0.567
8 N -3.0946 0.4617 0.9004  -0.380
9 N -2.5220 1.3694 -0.1606  -0.337
10 H -2.6718 -2.4201 -0.6432  0.441
11 H -0.3964 -2.5005 -0.8695  0.402
12 H 1.9316 1.4710 -0.4664  0.323
13 H 0.8889 2.6564 0.3688  0.314
14 H 1.3196 1.1288 1.1436  0.293

=====

No. 2
This record from the OMol25 dataset describes a 2-piece molecular cluster, C8H8F4N2O2 overall in a non-equilibrium geometry. The level of theory is ωB97M-V/def2-TZVPD.

Computed properties:
Relative energy (zero: lowest compared OMol25 entry of this formula, charge and spin) ... 15.6 kcal per mole
LUMO energy ... -2.24 eV
SMILES ... O=C1C(F)=C(F)C(=O)C(F)=C1F.CNNC
Gap between HOMO and LUMO ... 5.75 eV

Each line ends with the Mulliken charge.
CARTESIAN COORDINATES (ANGSTROEM)
1 O 0.8469 -2.0759 1.2514  -0.631
2 C 0.9156 -0.8506 1.4443  0.308
3 C -0.2565 0.0177 1.3965  0.418
4 F -1.4784 -0.5322 1.7662  -0.367
5 C -0.1670 1.3719 1.3446  0.615
6 F -1.2967 2.1228 1.2605  -0.361
7 C 1.0979 2.0775 1.4486  0.312
8 O 1.1854 3.3090 1.4930  -0.559
9 C 2.2578 1.2079 1.6576  0.330
10 F 3.4149 1.8267 1.9594  -0.260
11 C 2.1593 -0.1445 1.6873  0.243
12 F 3.2373 -0.8972 1.9995  -0.258
13 C -0.1456 -1.7177 -1.6267  -1.022
14 N -0.7588 -0.9906 -0.5221  0.075
15 N -1.7270 -0.1005 -0.9041  -0.527
16 C -1.5883 0.4382 -2.2285  -0.961
17 H 0.6708 -2.3163 -1.2213  0.307
18 H -0.8863 -2.3821 -2.1060  0.304
19 H 0.2476 -1.0200 -2.3749  0.371
20 H -1.0822 -1.6457 0.1973  0.356
21 H -1.9510 0.5855 -0.1844  0.319
22 H -2.4164 1.1355 -2.3910  0.347
23 H -0.6322 0.9654 -2.3881  0.332
24 H -1.6469 -0.3847 -2.9589  0.308

=====

No. 3
This record from the OMol25 dataset describes C4H7FN2O in the gas phase in a non-equilibrium geometry. The level of theory is ωB97M-V/def2-TZVPD.

Computed properties:
Relative energy (zero: lowest compared OMol25 entry of this formula, charge and spin) ... 29.8 kcal per mole
LUMO energy ... 0.70 eV
SMILES ... C/C(F)=C\NC(N)=O
Gap between HOMO and LUMO ... 10.23 eV

Each line ends with the Mulliken charge.
CARTESIAN COORDINATES (ANGSTROEM)
1 C -1.7694 1.4504 0.5074  -0.897
2 C -1.6760 -0.0259 0.0542  0.654
3 F -2.7874 -0.8759 -0.1070  -0.284
4 C -0.5543 -0.5317 -0.4954  -0.612
5 N 0.6184 0.3242 -0.6027  -0.152
6 C 1.8657 0.0683 0.0008  0.493
7 N 1.7625 -1.1809 0.5677  -0.424
8 O 2.8729 0.7514 -0.1098  -0.599
9 H -2.1575 2.2566 -0.2632  0.227
10 H -0.7464 1.8775 0.7502  0.280
11 H -2.4260 1.4841 1.3977  0.326
12 H -0.6389 -1.6283 -0.9162  0.304
13 H 0.6589 1.0959 -1.3275  0.245
14 H 2.5781 -1.5340 0.8749  0.198
15 H 0.9724 -1.4501 1.1684  0.240

=====

No. 4
This record from the OMol25 dataset describes C5H10S in the gas phase in a non-equilibrium geometry. The level of theory is ωB97M-V/def2-TZVPD.

Computed properties:
Relative energy (zero: lowest compared OMol25 entry of this formula, charge and spin) ... 21.7 kcal per mole
LUMO energy ... 0.85 eV
SMILES ... C=CC(C)(C)S
Gap between HOMO and LUMO ... 9.86 eV

Each line ends with the Mulliken charge.
CARTESIAN COORDINATES (ANGSTROEM)
1 C -1.4377 0.5023 -1.4796  -0.737
2 C -0.1534 0.1544 -1.2150  -0.572
3 C 0.4307 -0.0319 0.1520  1.389
4 C -0.4595 0.4380 1.2962  -1.725
5 C 0.7807 -1.4803 0.3171  -1.580
6 S 2.0334 0.8601 0.2845  -0.262
7 H -1.7964 0.6244 -2.4988  0.279
8 H -2.1280 0.8483 -0.6900  0.204
9 H 0.5328 -0.0815 -1.9466  0.446
10 H -0.8965 1.3918 1.0552  0.465
11 H 0.0569 0.4782 2.2891  0.353
12 H -1.2368 -0.2689 1.4781  0.414
13 H 1.2619 -1.7058 1.2561  0.406
14 H -0.1938 -2.0521 0.1686  0.340
15 H 1.5558 -1.7886 -0.3845  0.433
16 H 1.6501 2.1117 -0.0825  0.147

=====

No. 5
This record from the OMol25 dataset describes C30H31N2O3V as an isolated structure in a non-equilibrium geometry. The level of theory is ωB97M-V/def2-TZVPD.

Computed properties:
Charge ... -2
LUMO energy (alpha / beta) ... 4.31 / 4.31 eV
Spin multiplicity ... 3
⟨S²⟩ ... 2.066
Gap between HOMO and LUMO (alpha / beta) ... 3.10 / 3.19 eV

Each line ends with the Löwdin spin population.
CARTESIAN COORDINATES (ANGSTROEM)
1 V 0.2897 1.3136 -0.8874  0.925
2 C 2.4752 1.5014 0.0901  -0.005
3 C 2.6000 0.5474 -0.9640  0.035
4 C 2.2649 1.1773 -2.1939  0.000
5 H 2.9525 -0.4777 -0.8576  0.006
6 C 1.8858 2.5244 -1.9076  0.002
7 C 1.9722 2.7194 -0.4800  -0.006
8 H 1.7920 3.6394 0.0552  0.000
9 H 2.7806 1.3661 1.1233  0.000
10 H 2.4203 0.7693 -3.1922  0.003
11 H 1.6924 3.2854 -2.6579  0.001
12 C -2.1312 1.4933 -0.5094  0.003
13 C -1.4959 2.6855 -0.0471  -0.003
14 C -0.8057 3.2640 -1.1540  -0.005
15 H -1.6129 3.1242 0.9365  0.000
16 C -1.0144 2.4298 -2.2995  0.007
17 C -1.8108 1.3023 -1.8811  0.020
18 H -2.1894 0.5216 -2.5419  0.005
19 H -2.8228 0.8873 0.0676  0.003
20 H -0.3140 4.2332 -1.1606  0.000
21 H -0.7422 2.6629 -3.3260  0.002
22 O 0.4327 -1.0672 -1.9835  0.277
23 C 0.0845 0.4482 -6.0179  0.326
24 C 0.6388 -0.8021 -5.5706  0.001
25 C 0.9271 1.7335 -5.6701  0.035
26 C -1.4687 0.5972 -5.7105  0.035
27 C 0.6240 -1.2623 -3.2908  0.221
28 H 1.7094 -0.8888 -5.7614  0.004
29 H 0.0789 -1.6419 -5.9617  0.005
30 H -0.0230 -1.9887 -3.7698  0.036
31 H 1.6405 -1.4584 -3.6509  0.037
32 H 1.0118 2.3284 -6.5519  0.009
33 H 1.8899 1.3839 -5.2994  0.000
34 H 0.4780 2.3468 -4.8397  0.006
35 H -1.9765 0.6065 -6.6382  0.008
36 H -1.7357 1.4654 -5.0708  0.003
37 H -1.7442 -0.3029 -5.1344  0.004
38 O 0.4354 2.5131 2.2481  -0.001
39 C 0.1961 1.3127 2.1700  -0.001
40 N -0.0564 0.4588 3.2237  0.000
41 C -0.2785 -0.9103 2.8301  0.000
42 C -0.2291 -0.7582 1.3062  0.001
43 O -0.4655 -1.6446 0.4745  0.002
44 N 0.1010 0.5324 0.9967  0.000
45 C 0.8831 -1.7313 3.3769  0.000
46 C 1.7472 -2.4411 2.5452  0.000
47 C 2.8661 -3.0828 3.0982  0.000
48 C 3.1139 -3.0124 4.4699  0.000
49 C 2.2345 -2.3084 5.3036  0.000
50 C 1.1140 -1.6768 4.7560  0.000
51 C -1.6553 -1.3376 3.2903  0.000
52 C -1.8637 -2.4309 4.1345  0.000
53 C -3.1167 -2.6065 4.7356  0.000
54 C -4.1694 -1.7405 4.4308  0.000
55 C -3.9811 -0.7116 3.4996  0.000
56 C -2.7224 -0.5188 2.9200  0.000
57 H -0.0019 0.8163 4.1654  0.000
58 H 1.5421 -2.5050 1.4747  0.000
59 H 3.5364 -3.6328 2.4353  0.000
60 H 3.9849 -3.5070 4.8985  0.000
61 H 2.4036 -2.2414 6.3791  0.000
62 H 0.4170 -1.1422 5.4086  0.000
63 H -1.0434 -3.1202 4.3448  0.000
64 H -3.2510 -3.4206 5.4512  0.000
65 H -5.1371 -1.8676 4.9148  0.000
66 H -4.7974 -0.0426 3.2254  0.000
67 H -2.5603 0.2904 2.2011  0.000

=====

No. 6
This record from the OMol25 dataset describes C49H44BrFN11O8S3SeY as an isolated structure. The level of theory is ωB97M-V/def2-TZVPD.

Computed properties:
Relative energy (zero: lowest compared OMol25 entry of this formula, charge and spin) ... 90.0 kcal per mole
LUMO energy ... -2.00 eV
Gap between HOMO and LUMO ... 4.38 eV

Each line ends with the Mulliken charge.
CARTESIAN COORDINATES (ANGSTROEM)
1 Y 1.1503 1.6956 1.3529  -0.144
2 C -4.0254 0.1715 2.6811  -0.688
3 S -2.9887 0.1942 4.1674  -0.134
4 C -1.4719 0.7790 3.4004  0.388
5 S -0.8686 -0.1265 2.0801  -0.278
6 N -1.0436 1.8736 3.9605  -1.588
7 N 0.1395 2.3878 3.4375  1.231
8 C 0.3994 3.5530 3.8698  -0.707
9 C 1.6737 4.2080 3.5351  1.077
10 C 2.0266 5.3887 4.1681  -0.937
11 C 3.2798 5.9287 3.9318  -0.376
12 C 4.1415 5.2628 3.0799  -1.098
13 C 3.7002 4.0993 2.4704  -0.756
14 N 2.4883 3.5841 2.6709  0.975
15 H -5.0587 0.0929 3.0228  0.431
16 H -3.7741 -0.6759 2.0428  0.139
17 H -3.8899 1.1008 2.1291  0.188
18 H -0.3007 4.0511 4.5353  0.325
19 H 1.3276 5.8570 4.8495  0.469
20 H 3.5849 6.8452 4.4217  0.428
21 H 5.1379 5.6313 2.8777  0.439
22 H 4.3556 3.5498 1.8091  0.818
23 F -4.6933 -0.3665 -1.2790  -0.454
24 C -3.5163 -0.9112 -1.6946  0.916
25 C -2.3604 -0.3003 -1.3236  -0.767
26 C -1.1439 -0.8949 -1.6420  -0.103
27 C 0.0810 -0.2658 -1.1514  0.892
28 O 0.0060 0.8504 -0.6349  1.134
29 C 1.2682 -1.0481 -1.2680  0.335
30 C 1.2415 -2.1701 -2.0267  -0.961
31 N 0.1165 -2.7115 -2.5692  0.693
32 C 0.2059 -3.8812 -3.4155  -0.375
33 C -0.3172 -5.1958 -2.9111  -0.425
34 C 1.1588 -4.9724 -3.0532  -0.979
35 C -1.1114 -2.1007 -2.3431  -0.244
36 C -2.3151 -2.6692 -2.7761  -1.066
37 C -3.5315 -2.1056 -2.4330  -0.370
38 N -4.7231 -2.7748 -2.8145  0.101
39 C -6.0131 -2.1162 -2.8849  -0.994
40 C -6.7987 -2.2327 -1.5849  -0.585
41 N -6.9277 -3.7010 -1.2438  -0.101
42 C -5.5739 -4.3664 -1.1452  -0.777
43 C -4.8485 -4.1787 -2.4725  -0.677
44 C 2.5622 -0.5904 -0.6508  -1.164
45 O 3.6120 -0.9162 -1.2072  -0.806
46 O 2.4204 0.1237 0.3891  -0.160
47 H -2.3659 0.6096 -0.7279  0.672
48 H 2.1661 -2.7041 -2.2023  0.752
49 H 0.0719 -3.6631 -4.4685  0.455
50 H -0.8192 -5.8473 -3.6146  0.294
51 H -0.7095 -5.2145 -1.9018  0.209
52 H 1.6854 -5.4563 -3.8631  0.276
53 H 1.7320 -4.8734 -2.1411  0.334
54 H -2.2988 -3.5645 -3.3832  1.053
55 H -6.5883 -2.5930 -3.6893  0.421
56 H -5.9084 -1.0686 -3.1440  0.444
57 H -7.8003 -1.8121 -1.6578  0.325
58 H -6.2649 -1.7675 -0.7633  0.465
59 H -7.4631 -4.1638 -1.9800  0.368
60 H -7.4491 -3.8202 -0.3770  0.349
61 H -5.7309 -5.4149 -0.8998  0.428
62 H -5.0374 -3.8762 -0.3338  0.373
63 H -5.3951 -4.7032 -3.2653  0.329
64 H -3.8721 -4.6453 -2.3864  0.385
65 O 6.3728 -6.6837 4.4875  -0.508
66 S 5.0146 -7.1557 4.6753  0.649
67 O 4.0964 -6.7699 3.6176  -0.493
68 O 4.3734 -5.8696 6.1618  -0.736
69 C 4.8684 -4.6819 6.1410  0.440
70 N 6.0704 -4.4583 6.7389  -0.524
71 C 6.5732 -3.2432 6.6241  -0.186
72 C 5.9424 -2.2001 5.9550  -0.844
73 C 4.7004 -2.5068 5.4274  0.529
74 N 4.1561 -3.7094 5.5199  -0.474
75 C 3.8894 -1.5091 4.6654  1.258
76 C 4.0429 -0.1328 4.7843  -1.237
77 C 3.2588 0.7079 4.0135  -0.442
78 N 2.3436 0.2719 3.1390  0.397
79 C 2.1955 -1.0580 3.0467  -0.204
80 C 2.9266 -1.9654 3.7768  -1.365
81 H 7.5409 -3.0807 7.0942  0.400
82 H 6.4119 -1.2337 5.8343  0.305
83 H 4.7571 0.2918 5.4780  0.359
84 H 3.3659 1.7795 4.1087  0.417
85 H 1.4508 -1.4021 2.3464  0.413
86 H 2.7710 -3.0312 3.6726  0.630
87 C 1.3449 4.6612 -2.5800  -1.083
88 N 1.7417 3.2860 -2.8621  0.443
89 C 2.6231 2.5862 -2.1083  -0.762
90 Se 3.3652 3.1087 -0.5196  -0.099
91 N 2.8158 1.3994 -2.7283  0.328
92 C 2.0215 1.3076 -3.8619  -0.062
93 C 1.8326 0.2937 -4.7878  -0.662
94 C 0.9252 0.5316 -5.8121  -0.706
95 C 0.2365 1.7464 -5.9020  -0.846
96 C 0.4338 2.7608 -4.9745  -0.571
97 C 1.3384 2.5181 -3.9517  0.774
98 H 2.1973 5.3243 -2.7122  0.328
99 H 0.9917 4.7226 -1.5549  0.284
100 H 0.5496 4.9391 -3.2675  0.327
101 H 3.4228 0.6774 -2.3465  0.514
102 H 2.3819 -0.6370 -4.7137  0.551
103 H 0.7567 -0.2303 -6.5637  0.427
104 H -0.4604 1.9037 -6.7156  0.423
105 H -0.0992 3.7008 -5.0503  0.592
106 Br -4.4963 5.9834 -4.0092  -0.216
107 C -3.3858 5.1910 -2.6905  -0.079
108 C -3.5415 5.5550 -1.3628  -0.660
109 C -2.7306 4.9628 -0.4015  -0.209
110 C -1.7638 4.0380 -0.7727  -0.627
111 C -1.6252 3.6863 -2.1099  0.671
112 C -2.4411 4.2548 -3.0777  -1.096
113 C -0.8907 3.3706 0.2488  0.693
114 O -1.3982 2.6688 1.1322  -0.322
115 O 0.3688 3.5311 0.1341  -0.413
116 H -4.2925 6.2810 -1.0823  0.459
117 H -2.8551 5.2154 0.6451  0.522
118 H -0.8813 2.9455 -2.3887  0.500
119 H -2.3425 3.9788 -4.1197  0.597

=====

Calculated DFT total energy in order - -10767.5627; -26366.0963; -12005.7646; -16181.5376; -66418.3226; -255957.7333 eV